27
Properties=species:S:1:pos:R:3:forces:R:3 method="wB97M-V/def2-TZVPD" homo_lumo_gap_ev=10.7 homo_ha=-0.3939 max_force_ha_per_bohr=0.0802 smiles=O.O.O.O.O.O.O.O.O e_lumo_ev=-0.012 e_above_lowest_kcal_mol=98.4
O 0.3321 -0.7992 -1.1214 -1.571 3.805 -0.281
H 1.1280 -0.9742 -0.6689 1.811 -0.819 0.624
H 0.3691 0.2374 -1.1486 -0.141 -2.738 -0.334
O 0.3252 -1.9450 2.6626 3.156 -0.518 -1.871
H -0.1368 -1.8226 3.4330 -1.725 0.869 2.830
H 0.6786 -1.0914 2.3760 -0.233 -0.088 0.763
O 3.7969 -2.9429 0.6236 2.748 1.496 -0.391
H 4.4986 -2.7132 1.2756 -0.148 0.108 -1.153
H 3.2281 -3.3157 1.2333 -2.701 -1.563 1.545
O 1.0994 0.9059 -3.3971 -0.039 -2.391 3.059
H 1.0924 1.4542 -4.1206 -0.406 1.778 -2.682
H 0.3872 0.2422 -3.4446 0.483 0.619 -0.283
O -0.4489 4.0002 -0.6800 1.911 -2.439 -0.367
H -0.7111 3.2006 -1.1724 0.901 -0.118 0.429
H -1.2260 4.4595 -0.7858 -2.753 2.448 0.121
O -1.3552 2.0125 2.7819 -0.548 -1.766 1.278
H -1.7216 1.1703 2.4381 0.302 0.331 0.496
H -1.2876 2.5040 2.0016 0.328 1.566 -1.757
O -1.4434 -0.5336 1.6173 0.524 -0.008 -2.261
H -0.7547 -0.4728 0.8820 -1.258 0.379 1.048
H -1.8278 -1.3799 1.3325 -0.262 0.392 0.404
O -1.8707 2.2511 -2.9788 -1.038 -0.112 -0.642
H -1.8668 3.1643 -2.6521 -0.384 -0.312 -0.631
H -2.6807 2.1255 -3.5489 1.308 0.488 1.091
O -0.2044 -3.0911 0.5634 -2.055 -1.789 -0.832
H 0.0347 -2.2755 0.9820 -0.012 -0.083 0.515
H -1.0519 -3.3762 1.0166 1.802 0.465 -0.717